40
Properties=species:S:1:pos:R:3:nbo_charge:R:1 method="wB97M-V/def2-TZVPD" charge=+1 relative_energy_ev=4.422 homo_energy_ev=-13.780 orbital_gap_ev=10.94 lumo_ev=-2.8 total_energy_ev=-27046.6515
O -1.17648 2.42032 -0.18340 -0.929
H 2.17823 -0.54685 -0.24097 0.476
H -1.43358 -1.67205 -2.05182 0.517
O -3.35126 -0.00901 -0.65694 -0.973
H 3.27595 -0.05749 -1.32860 0.488
H 0.98491 -3.33157 -0.54299 0.515
O 3.54842 1.80877 0.78543 -0.944
H 0.51290 1.30693 -3.08907 0.469
O 0.60945 -2.72681 0.10262 -1.010
H 2.65400 -1.98374 1.80210 0.479
H 0.65702 -2.93909 1.07748 0.534
O 1.83355 -2.10145 2.10927 -0.936
H -1.43473 3.15895 -0.53454 0.467
H -3.66334 -0.70320 -0.05444 0.481
O 1.15729 0.79911 1.84951 -0.984
H -0.03218 0.21687 1.00181 0.550
H 0.81372 1.83302 1.67007 0.499
O -0.72460 -0.50454 0.52663 -0.870
H -0.78743 -0.07856 -0.45853 0.555
H -0.04398 -1.29830 0.41224 0.542
O -0.05628 1.05529 -3.78749 -0.933
H -0.34271 1.88229 -4.11116 0.477
H 1.86695 -2.80445 2.74278 0.486
O -2.62762 0.58206 2.16587 -0.957
H -0.84936 3.70180 2.38502 0.474
H -3.17495 1.20593 1.68841 0.474
O -1.49023 -3.34578 -2.01295 -0.918
H -0.84922 -4.12381 -2.52295 0.490
H -0.77866 -3.19611 -1.45042 0.460
O 2.85364 -0.77064 -0.85195 -0.963
H -1.19636 -0.24824 -2.89626 0.527
H -2.01984 2.09092 0.03237 0.493
O -0.57478 2.83774 2.27727 -0.939
H -2.44844 0.84711 3.05018 0.486
H -0.48791 2.79240 1.35969 0.464
O -1.07597 -0.74342 -2.11483 -1.019
H 3.67116 2.65572 0.68528 0.478
H -2.47716 -0.37825 -0.96214 0.469
H 2.12094 1.06023 1.50315 0.521
H 4.35894 1.30794 0.62428 0.502


40
Properties=species:S:1:pos:R:3:nbo_charge:R:1 method="wB97M-V/def2-TZVPD" charge=+1 relative_energy_ev=2.209 homo_energy_ev=-14.032 orbital_gap_ev=11.30 lumo_ev=-2.7 total_energy_ev=-27048.8644
O 3.44037 -0.21822 -0.92422 -0.912
H -1.24602 1.66742 2.84472 0.486
H 0.27078 -1.82626 0.67745 0.471
O 0.98018 -1.26650 1.02268 -1.001
H 2.40771 0.72188 -0.76968 0.546
H -2.43837 1.15494 0.42678 0.496
O -2.15696 0.02772 -2.52144 -1.042
H 0.86735 1.14720 -1.32487 0.554
O -1.68388 0.75298 -0.02793 -0.998
H -1.58584 -1.60651 -1.89855 0.501
H -1.46826 0.09666 0.68923 0.511
O -2.80538 -3.01185 1.53564 -0.925
H 3.07454 -0.96020 -0.37423 0.524
H 1.21878 1.55602 0.07001 0.526
O 2.19465 0.72489 2.14135 -0.983
H -2.43388 -2.66404 -2.42759 0.496
H 1.80337 -0.11782 2.41923 0.507
O -1.90899 -0.70168 2.09616 -1.039
H -1.59294 3.16977 2.90490 0.497
H -1.91252 -0.63901 3.05200 0.500
O 0.80302 -2.03870 -1.67615 -0.986
H 0.96777 -2.71438 -1.00472 0.465
H -2.63819 -3.14663 0.58919 0.504
O -1.79132 -2.54039 -1.70240 -0.988
H 3.12816 0.50052 2.26895 0.478
H 0.99584 -0.68158 0.21551 0.494
O 2.10746 2.28235 -2.33748 -0.999
H 2.04605 3.08237 -1.81509 0.516
H 2.91481 1.83714 -2.58462 0.505
O 1.29263 0.61451 -0.61566 -0.905
H -0.04773 -2.41593 -2.02312 0.499
H 3.52399 -0.58198 -1.81718 0.514
O 0.88600 2.85028 0.58340 -0.906
H -3.73439 -2.75480 1.60780 0.488
H -2.36419 -1.47591 1.64520 0.510
O -1.24297 2.48143 2.32573 -0.970
H -2.16127 0.75167 -3.14628 0.505
H 0.09811 2.39879 0.91685 0.531
H 1.42102 2.92581 1.39223 0.520
H -2.08045 0.15544 -1.54655 0.514


49
Properties=species:S:1:pos:R:3:nbo_charge:R:1 method="wB97M-V/def2-TZVPD" charge=-1 relative_energy_ev=0.317 homo_energy_ev=-6.958 orbital_gap_ev=8.08 lumo_ev=1.1 total_energy_ev=-79260.4489
K -0.07949 2.24473 -2.60558 0.965
K -0.44113 -2.37252 -2.50365 0.975
P -0.00458 -0.09865 -0.37908 2.608
O -0.56909 -1.48247 0.05937 -1.313
O -1.25881 0.76679 -0.69009 -1.316
O 0.94541 -0.27690 -1.58765 -1.322
O 0.71472 0.56778 0.81261 -1.282
O 1.56502 -2.87908 1.10823 -0.976
H 2.16293 -2.12984 1.03731 0.473
H 0.70102 -2.52808 0.83102 0.483
O -2.46446 0.29786 -3.23522 -0.979
H -2.70596 1.22424 -3.18807 0.452
H -2.11282 0.09293 -2.34499 0.511
O 2.12558 -0.68526 -4.02219 -0.974
H 1.65959 -0.50301 -3.18042 0.501
H 2.30244 0.17703 -4.40712 0.456
O -3.25776 0.61663 1.06125 -1.016
H -2.74866 0.68961 1.87971 0.499
H -2.57866 0.55590 0.35324 0.487
O 3.07100 -1.80433 -1.15018 -0.983
H 2.33845 -1.15576 -1.13459 0.487
H 3.83427 -1.30485 -1.45689 0.467
O 0.86874 3.25162 -0.07066 -1.016
H 0.91751 2.33429 0.26720 0.503
H -0.07708 3.44710 -0.12427 0.476
O -1.77914 3.27677 -0.28884 -1.032
H -1.74566 2.28336 -0.33610 0.525
H -2.70712 3.50591 -0.39555 0.485
O 0.73045 -0.56910 3.49470 -0.969
H 1.42463 -0.10844 3.97212 0.469
H 0.57034 -0.02663 2.70199 0.495
O -3.03700 -1.69887 -0.96465 -1.005
H -2.12571 -1.62610 -0.61176 0.487
H -3.49878 -0.94516 -0.58246 0.485
O -0.81918 1.99827 2.50759 -0.995
H -0.31118 1.36629 1.93442 0.493
H -1.27044 2.57709 1.88431 0.468
O -1.44989 -3.98270 0.29543 -0.984
H -1.05089 -3.09730 0.35434 0.490
H -1.26881 -4.38342 1.14985 0.474
O 3.19576 1.47260 -1.18242 -1.009
H 2.47840 0.84740 -1.35882 0.475
H 3.40018 1.33163 -0.24038 0.498
O 3.27328 1.01574 1.59159 -0.988
H 3.10176 1.84772 2.04409 0.470
H 2.37705 0.67988 1.37513 0.515
O -1.83185 -1.64212 2.59216 -0.990
H -1.00210 -1.55131 3.07921 0.486
H -1.56227 -1.61726 1.65476 0.487


43
Properties=species:S:1:pos:R:3:nbo_charge:R:1 method="wB97M-V/def2-TZVPD" charge=0 relative_energy_ev=0.205 homo_energy_ev=-10.356 orbital_gap_ev=10.31 lumo_ev=0.0 total_energy_ev=-104050.9693
Kr -0.01635 0.25266 -0.07224 0.001
O 1.33127 -2.93659 -1.25527 -0.973
H 1.51601 -1.99776 -1.22907 0.486
H 1.17281 -3.17558 -0.34203 0.505
O -0.83655 1.28957 2.98739 -0.984
H -1.14281 2.19223 3.07485 0.476
H -1.58291 0.81764 2.61799 0.500
O 0.80476 -0.79798 -3.50666 -0.955
H 1.48626 -0.20020 -3.81397 0.474
H 0.96570 -1.61150 -3.98469 0.485
O -2.56876 2.34562 -1.02191 -0.977
H -1.96978 3.09114 -0.98130 0.497
H -2.65330 2.15632 -1.95639 0.464
O -1.11695 -2.30997 -2.20155 -0.993
H -0.29366 -2.69647 -1.90315 0.493
H -0.87065 -1.44598 -2.53183 0.491
O 1.56209 2.83158 -1.35749 -0.974
H 1.28935 2.50137 -2.21352 0.475
H 2.02413 2.09727 -0.95309 0.505
O -1.98707 -2.43298 0.47044 -1.010
H -2.43606 -3.27727 0.51315 0.478
H -1.79581 -2.30964 -0.45931 0.520
O -4.08614 -0.36107 -0.83199 -0.954
H -3.82265 -1.08533 -0.26432 0.467
H -3.40690 0.30159 -0.70649 0.483
O 3.86945 -0.35194 1.70362 -0.968
H 4.54040 0.32376 1.80103 0.464
H 3.07866 0.03989 2.07423 0.499
O 2.05015 1.14967 3.03009 -0.958
H 1.11815 1.12322 2.81348 0.511
H 2.38966 1.89754 2.53850 0.465
O 2.97512 0.32967 -0.91733 -0.990
H 3.40471 0.05689 -0.10661 0.504
H 3.65109 0.23992 -1.58907 0.472
O -0.71311 4.37102 -0.90961 -0.980
H -0.40468 5.17423 -0.49013 0.479
H 0.02277 3.76346 -0.83498 0.502
O -3.00739 -0.40020 2.25724 -0.946
H -2.71013 -1.28888 2.06202 0.494
H -2.98883 -0.34539 3.21269 0.467
O 0.63403 -3.07980 1.45852 -0.973
H 0.80429 -3.44326 2.32751 0.479
H -0.28026 -2.79827 1.49106 0.497


41
Properties=species:S:1:pos:R:3:nbo_charge:R:1 method="wB97M-V/def2-TZVPD" charge=+1 relative_energy_ev=0.664 homo_energy_ev=-12.739 orbital_gap_ev=9.55 lumo_ev=-3.2 total_energy_ev=-26509.0892
N 0.08165 -0.05681 0.19819 -0.869
H -0.08810 0.06730 -0.78585 0.463
H 0.25150 -1.03890 0.38293 0.453
H -0.64759 0.22329 0.82175 0.465
H 0.95368 0.46555 0.38862 0.456
O 2.67389 2.13174 0.73277 -0.996
H 3.61150 1.86742 0.83929 0.503
H 2.38892 2.15139 -0.15488 0.495
O -0.30290 1.82959 2.62102 -0.982
H -0.37391 2.62393 2.07972 0.498
H 0.45650 2.12619 3.14403 0.483
O 1.75238 -3.94163 -0.49604 -0.950
H 1.34980 -3.60881 0.32078 0.474
H 2.68043 -3.66632 -0.33402 0.450
O -2.29189 1.76009 -1.34179 -0.969
H -2.65310 1.43118 -2.14187 0.487
H -2.79236 2.49978 -0.91567 0.508
O 1.77983 1.33599 -1.75094 -0.992
H 1.51313 1.54472 -2.63379 0.495
H 2.13517 0.46137 -1.76472 0.476
O -3.18327 0.08103 0.58794 -0.981
H -3.09956 0.79130 -0.03644 0.489
H -3.64968 -0.63030 0.25503 0.475
O 2.70238 -1.14793 -1.41875 -0.920
H 2.50846 -1.04126 -2.34060 0.469
H 3.66948 -1.01096 -1.43628 0.490
O 0.16724 3.42398 0.45520 -0.979
H 1.10097 3.23359 0.57039 0.493
H 0.01834 3.55093 -0.50614 0.489
O -1.08952 -2.70158 -0.80682 -0.922
H -1.44189 -2.74630 0.08046 0.465
H -1.84975 -2.33546 -1.24061 0.461
O -2.66118 0.65672 3.62939 -0.960
H -2.85221 0.45577 2.67507 0.470
H -1.99014 1.32135 3.53173 0.479
O -0.62788 -0.35183 -3.04753 -0.967
H -0.29195 -1.20302 -3.36161 0.496
H -1.54340 -0.26767 -3.27412 0.477
O 0.57038 -3.28719 1.77545 -0.951
H 1.20888 -3.28217 2.46101 0.487
H -0.14424 -3.71609 2.23769 0.493


42
Properties=species:S:1:pos:R:3:nbo_charge:R:1 method="wB97M-V/def2-TZVPD" charge=0 relative_energy_ev=0.000 homo_energy_ev=-10.861 orbital_gap_ev=11.06 lumo_ev=0.2 total_energy_ev=-29121.6517
O 3.28610 1.36542 1.08014 -1.010
H 3.97932 1.98182 1.05776 0.471
H 2.50620 1.84507 1.38305 0.502
O -2.75343 -1.73791 -1.32768 -0.996
H -2.75427 -1.19947 -2.21208 0.511
H -3.28505 -2.43204 -1.72751 0.478
O -0.26406 -1.91339 -0.35718 -1.009
H -0.41400 -1.39079 0.39206 0.488
H -1.17830 -2.02516 -0.69373 0.509
O 3.23789 0.27173 -1.74448 -0.970
H 3.57580 -0.64100 -1.80745 0.469
H 3.27081 0.53211 -0.84096 0.501
O 0.84888 -0.26245 2.83946 -0.999
H 1.71505 -0.58653 2.47353 0.523
H 0.88272 -0.38777 3.78431 0.496
O -4.04376 -0.02768 0.50582 -0.970
H -3.20823 -0.17138 0.99335 0.508
H -4.00810 -0.78618 -0.04629 0.488
O -3.17998 1.83566 -1.26693 -0.992
H -3.45249 1.17615 -0.59478 0.514
H -4.01876 2.25532 -1.49491 0.486
O -1.30364 -0.07600 1.33377 -1.039
H -1.12381 0.75681 0.97946 0.498
H -0.56378 -0.40836 1.92899 0.509
O 0.40032 0.35784 -1.75394 -1.014
H 1.27096 0.48766 -2.00998 0.505
H 0.16128 -0.51255 -1.39101 0.506
O 2.42649 -2.79453 -0.13854 -0.960
H 1.64607 -2.61521 -0.53366 0.494
H 3.09487 -2.97123 -0.82623 0.467
O 1.18386 2.39089 2.15485 -0.975
H 0.30207 2.50014 1.79669 0.505
H 1.17589 1.45128 2.40122 0.488
O 3.31468 -1.15788 2.37196 -0.961
H 3.17328 -1.88341 1.72998 0.504
H 3.96919 -0.61562 1.94874 0.497
O -2.74338 0.24441 -3.24699 -0.984
H -1.79680 0.05086 -3.18435 0.487
H -2.96404 1.03777 -2.75739 0.506
O -0.69026 2.18529 -0.05703 -1.053
H -1.58213 2.28949 -0.51783 0.511
H -0.09346 1.58082 -0.62420 0.515